Entry w
Formula: C23H30BrNO4PdSb2
Source: the OMol25 dataset
Level of theory: ωB97M-V/def2-TZVPD

Element x y z (Å)
1 Pd 0.19944 0.21200 0.40284
2 C 3.88466 -0.76688 -1.86221
3 Sb 2.78313 0.14463 -0.29835
4 C 3.87818 1.94887 -0.14074
5 C 3.64226 -0.83086 1.41960
6 C 4.07996 -2.23550 1.16528
7 C 5.36166 -2.47627 0.67844
8 C 5.79928 -3.75298 0.37394
9 C 4.94531 -4.82914 0.55882
10 C 3.67384 -4.60734 1.06116
11 C 3.22269 -3.32706 1.37353
12 C 1.83413 -3.17767 1.93318
13 Sb 0.40846 -2.26639 0.60974
14 C 1.11404 -3.06156 -1.22051
15 C -1.32159 -3.43531 0.83285
16 H 4.92298 -0.46056 -1.77686
17 H 3.48407 -0.44077 -2.81806
18 H 3.81733 -1.84733 -1.79231
19 H 4.93314 1.69314 -0.22694
20 H 3.67665 2.39739 0.82814
21 H 3.60591 2.64631 -0.92868
22 H 2.86204 -0.76129 2.17835
23 H 4.47375 -0.20310 1.74588
24 H 6.03197 -1.63544 0.54145
25 H 6.80179 -3.90645 0.00027
26 H 5.26696 -5.83328 0.32103
27 H 3.00990 -5.44724 1.21850
28 H 1.83567 -2.61884 2.87039
29 H 1.41766 -4.16374 2.13899
30 H 0.43919 -3.86205 -1.52424
31 H 2.12346 -3.45788 -1.11377
32 H 1.06859 -2.27211 -1.96716
33 H -1.00896 -4.47665 0.88400
34 H -1.89993 -3.25048 -0.06912
35 H -1.90430 -3.17636 1.71059
36 Br 2.54639 6.72958 4.11252
37 C 1.84831 6.01910 2.50254
38 C 1.52923 6.87437 1.46011
39 C 1.01515 6.34458 0.28523
40 C 0.81723 4.97958 0.15523
41 C 1.14731 4.13615 1.20764
42 C 1.66781 4.65244 2.38948
43 C 0.96135 2.65555 1.10128
44 O 1.43364 1.88264 1.95064
45 O 0.29063 2.24383 0.08079
46 H 1.67811 7.93933 1.56773
47 H 0.76876 7.00970 -0.53113
48 H 0.40673 4.55682 -0.74964
49 H 1.92426 3.97631 3.19170
50 C -2.94539 2.47704 1.35697
51 C -2.12286 1.37307 1.81135
52 N -1.47245 0.49164 2.16799
53 H -3.99182 2.24861 1.54729
54 H -2.78511 2.56317 0.28556
55 H -2.65844 3.39201 1.87288
56 C -3.16652 -1.31102 -2.30134
57 C -2.19738 -0.52474 -1.42772
58 O -2.56290 0.52456 -0.89725
59 O -1.04089 -1.04427 -1.29955
60 H -3.93090 -0.65559 -2.71082
61 H -3.66400 -2.06167 -1.68313
62 H -2.64053 -1.83177 -3.09794

Properties
HOMO energy (alpha / beta) = -7.65 / -7.65 eV
LUMO energy (alpha / beta) = -0.03090 / -0.03080 Eh
charge = 0



Entry x
Formula: C23H30BrNO4PdSb2
Source: the OMol25 dataset
Level of theory: ωB97M-V/def2-TZVPD

Element x y z (Å)
1 Pd 0.18636 -0.46375 -0.61314
2 C -2.81431 0.83297 1.54928
3 Sb -0.71335 0.52579 1.44410
4 C -0.42767 -0.50832 3.26536
5 C 0.00412 2.51909 1.78423
6 C -0.98038 3.53056 1.28293
7 C -1.85834 4.11039 2.19788
8 C -2.83688 5.00930 1.80935
9 C -2.94665 5.35453 0.47151
10 C -2.07099 4.79897 -0.44657
11 C -1.08309 3.88602 -0.07265
12 C -0.19800 3.32273 -1.14719
13 Sb -0.85831 1.38797 -1.91179
14 C -2.94968 1.67112 -2.02289
15 C -0.13711 1.53640 -3.88464
16 H -3.10916 1.10405 2.56258
17 H -3.30517 -0.09435 1.25549
18 H -3.11155 1.63002 0.87005
19 H -1.07278 -0.07057 4.02550
20 H 0.61929 -0.44352 3.54638
21 H -0.69231 -1.55245 3.10351
22 H 0.97498 2.57626 1.29527
23 H 0.15072 2.62960 2.85896
24 H -1.76553 3.84418 3.24535
25 H -3.50248 5.44005 2.54587
26 H -3.70112 6.05801 0.14434
27 H -2.14536 5.08071 -1.49150
28 H 0.81862 3.13681 -0.79746
29 H -0.14652 4.01116 -1.99134
30 H -3.20309 1.84983 -3.06710
31 H -3.25722 2.51864 -1.41445
32 H -3.42863 0.75354 -1.69536
33 H -0.45132 2.49288 -4.30140
34 H -0.53406 0.70887 -4.46537
35 H 0.94848 1.47659 -3.85192
36 Br 5.53234 -3.75183 4.65192
37 C 4.17630 -3.98638 3.34642
38 C 3.83754 -5.26830 2.94358
39 C 2.84421 -5.43242 1.98906
40 C 2.20205 -4.32983 1.44586
41 C 2.55385 -3.05035 1.86085
42 C 3.54781 -2.87398 2.81755
43 C 1.87736 -1.83197 1.28963
44 O 2.18476 -0.71165 1.68515
45 O 0.99159 -2.08629 0.39923
46 H 4.34386 -6.12267 3.37127
47 H 2.57163 -6.43061 1.67130
48 H 1.42294 -4.44302 0.70471
49 H 3.81053 -1.87254 3.12782
50 C 3.06835 -2.45655 -2.08619
51 C 2.55208 -1.10206 -2.06978
52 N 2.15080 -0.02493 -2.04912
53 H 3.38991 -2.70956 -3.09479
54 H 2.24927 -3.10921 -1.78601
55 H 3.90027 -2.54534 -1.38953
56 C -1.64392 -2.74838 -4.02146
57 C -1.01270 -1.88806 -2.94555
58 O 0.10213 -2.18268 -2.48159
59 O -1.67445 -0.87561 -2.56293
60 H -1.22218 -3.75071 -4.01074
61 H -1.43416 -2.29714 -4.99365
62 H -2.72370 -2.78203 -3.89621

Properties
HOMO energy = -8.07 eV
LUMO energy = -0.00948 Eh
charge = 0



Most stable structure: entry x



Entry w
Formula: C4H7INO
Source: the OMol25 dataset
Level of theory: ωB97M-V/def2-TZVPD

Element x y z (Å)
1 C -0.63044 0.68241 -0.28467
2 C 0.76692 0.31480 -0.56785
3 C 1.06844 -1.01257 0.12722
4 C -1.00454 1.96539 0.00720
5 N -0.17877 -1.56782 0.48063
6 O -1.42607 -0.27533 -0.05370
7 I -3.14605 2.26257 0.01322
8 H 1.10166 0.20535 -1.53821
9 H 1.36050 1.05145 -0.11631
10 H 1.67357 -1.73290 -0.59489
11 H 1.56377 -0.82329 1.00577
12 H -0.48363 2.99109 -0.36189
13 H -0.24928 -2.53153 0.32869
14 H -0.41607 -1.52963 1.55480

Properties
HOMO energy (alpha / beta) = -13.44 / -13.46 eV
LUMO energy (alpha / beta) = -0.20625 / -0.25139 Eh
charge = +1



Entry x
Formula: C4H7INO
Source: the OMol25 dataset
Level of theory: ωB97M-V/def2-TZVPD

Element x y z (Å)
1 C -0.26496 -0.96998 0.25653
2 C -2.28764 -0.81834 -0.30783
3 C 0.43461 1.40333 -0.11487
4 C -1.68018 0.34404 -0.72743
5 N -0.39800 0.26939 -0.22568
6 O -1.39411 -1.60221 0.25346
7 I 3.75781 -0.66042 1.05713
8 H 5.06102 -1.42997 1.01102
9 H 0.58336 -1.63141 0.65133
10 H -3.33613 -1.22593 -0.35576
11 H 0.54675 1.70856 -1.11251
12 H 1.33279 1.27554 0.42559
13 H -0.11527 2.21161 0.24244
14 H -2.24004 1.12581 -1.05342

Properties
HOMO energy = -13.27 eV
LUMO energy = -0.14904 Eh
charge = +1



Most stable structure: entry x



Entry w
Formula: C4H12NO2
Source: the OMol25 dataset
Level of theory: ωB97M-V/def2-TZVPD

Element x y z (Å)
1 C -0.29399 1.77089 0.46821
2 C -0.42851 0.24194 0.29667
3 C -1.78847 -0.39890 0.24636
4 C 0.48388 -0.58692 1.11740
5 N 0.64446 -0.15622 -0.68009
6 H -1.06021 2.00068 1.27623
7 H -0.58327 2.34175 -0.49726
8 H 0.77835 1.98586 0.74073
9 H -2.67076 0.21708 0.19286
10 H -1.96273 -1.14207 1.01575
11 H 0.62312 -1.66090 1.15390
12 H 1.08887 0.00600 1.88330
13 H 0.42267 -1.07962 -1.06708
14 H 2.08593 0.52315 -0.57181
15 H 3.48625 1.52613 -0.44324
16 O 2.86762 0.90175 -0.03009
17 H -1.28374 -2.26127 -2.48099
18 H -1.46926 -1.81831 -1.03673
19 O -0.94020 -2.41104 -1.58411

Properties
HOMO energy = -14.11 eV
LUMO energy = -0.32387 Eh
charge = +1



Entry x
Formula: C4H12NO2
Source: the OMol25 dataset
Level of theory: ωB97M-V/def2-TZVPD

Element x y z (Å)
1 C 1.04082 0.88958 -0.91794
2 O 0.13942 1.97701 -0.79530
3 C 0.78683 -0.21704 0.08629
4 C -0.68417 -0.74016 -0.07386
5 C -1.75063 0.03284 0.79160
6 O -1.16472 0.51334 1.99573
7 N 1.90769 -1.07909 0.17770
8 H 2.01991 1.31793 -0.61262
9 H 1.14129 0.57170 -1.94008
10 H 0.54983 2.75409 -1.18224
11 H 0.64310 0.34713 1.04418
12 H -0.77790 -1.76748 0.32385
13 H -0.99943 -0.65936 -1.16606
14 H -2.59820 -0.74932 1.05158
15 H -2.28067 0.88379 0.33260
16 H -1.75324 0.60569 2.74762
17 H 1.86072 -1.70506 0.98697
18 H 0.52997 -1.52499 -1.95222
19 H 1.38937 -1.45060 -0.89780

Properties
HOMO energy = -14.50 eV
LUMO energy = -0.32914 Eh
charge = +1



Entry y
Formula: C4H12NO2
Source: the OMol25 dataset
Level of theory: ωB97M-V/def2-TZVPD

Element x y z (Å)
1 O -1.78786 1.91209 -0.75997
2 C -0.99427 1.14500 -1.22209
3 C -0.23665 0.13605 -0.34609
4 C 1.17425 -0.16818 -0.86775
5 C 1.22749 -1.16489 -2.00568
6 N -0.34419 0.71181 1.07122
7 H -0.60315 1.32043 -2.24791
8 H -0.79885 -0.81284 -0.39259
9 H 1.56485 0.79073 -1.22434
10 H 1.86031 -0.42882 -0.07566
11 H 0.59572 -0.87662 -2.83929
12 H 0.97069 -2.18011 -1.63945
13 H 2.20282 -1.42692 -2.40449
14 H 0.58974 0.84347 1.46407
15 H -0.65973 1.67302 0.88763
16 H -0.98668 0.16202 1.67481
17 H -0.93953 -1.31906 3.67146
18 H -1.77051 0.07014 3.86054
19 O -1.06447 -0.38731 3.39558

Properties
HOMO energy = -14.74 eV
LUMO energy = -0.12924 Eh
charge = +1



Most stable structure: entry y



Entry w
Formula: C4H12NO2
Source: the OMol25 dataset
Level of theory: ωB97M-V/def2-TZVPD

Element x y z (Å)
1 C -2.89921 -1.72100 0.09417
2 C 2.84806 0.52794 0.32202
3 C -1.96951 1.83415 -0.15185
4 C -2.10115 -0.50065 -0.00668
5 N 2.18603 -0.65116 -0.28322
6 O -0.84709 -0.47319 -0.05713
7 O -2.77092 0.64796 0.09532
8 H -3.44299 -1.80096 -0.74094
9 H -3.60441 -1.74457 0.94662
10 H -2.08200 -2.47191 0.26368
11 H 2.63356 0.74540 1.31705
12 H 3.85347 0.48363 0.19501
13 H 2.64312 1.34991 -0.31522
14 H -1.46422 1.81656 -1.05631
15 H -1.34008 2.12182 0.58906
16 H -2.77061 2.58883 -0.19443
17 H 2.82451 -1.16390 -0.91509
18 H 1.84455 -1.32321 0.42369
19 H 1.28387 -0.43410 -0.64590

Properties
HOMO energy = -14.13 eV
LUMO energy = -0.12596 Eh
charge = +1



Entry x
Formula: C4H12NO2
Source: the OMol25 dataset
Level of theory: ωB97M-V/def2-TZVPD

Element x y z (Å)
1 C -0.74633 -0.23522 -0.48054
2 C -1.14841 -1.03085 0.77479
3 C 0.22008 -1.34523 1.61286
4 C 0.57897 -0.37622 2.67193
5 O 0.33607 0.80326 2.49211
6 N 0.50256 0.75085 -0.36613
7 H -0.33494 -0.99199 -1.17555
8 H -1.47908 0.33509 -0.97976
9 H -1.77296 -0.47793 1.45997
10 H -1.67541 -2.03170 0.37195
11 H 0.21147 -2.25046 2.01508
12 H 0.92230 -1.03086 0.88225
13 H 1.00485 -0.82192 3.55693
14 H 0.16992 1.44748 0.26278
15 H 0.68069 1.12775 -1.29103
16 H 1.37716 0.28848 -0.06396
17 H -0.36355 2.05821 -3.74224
18 H 0.96295 1.96387 -4.45717
19 O 0.55366 1.81739 -3.54426

Properties
HOMO energy = -14.09 eV
LUMO energy = -0.11786 Eh
charge = +1



Entry y
Formula: C4H12NO2
Source: the OMol25 dataset
Level of theory: ωB97M-V/def2-TZVPD

Element x y z (Å)
1 O -2.02177 -1.09346 -0.41009
2 C -0.94882 -1.42023 -0.06184
3 C 0.23947 -0.29599 -0.10352
4 C 0.83310 0.01483 1.33719
5 C 2.22105 -0.76862 1.68132
6 N -0.36295 0.96281 -0.61752
7 H -0.52318 -2.37115 0.35205
8 H 0.95885 -0.68010 -0.80503
9 H 0.13322 -0.31438 2.13494
10 H 0.97275 1.06857 1.52693
11 H 2.09976 -1.46903 2.55286
12 H 2.62109 -1.28731 0.73221
13 H 2.92798 0.04558 1.90263
14 H -0.55396 1.64606 0.15182
15 H -1.17418 0.85037 -1.28455
16 H 0.35335 1.46078 -1.22754
17 H -3.23097 0.88348 -2.34253
18 H -2.18716 1.45855 -3.21007
19 O -2.35764 1.30921 -2.30928

Properties
HOMO energy = -14.25 eV
LUMO energy = -0.12036 Eh
charge = +1



Most stable structure: entry w



Entry w
Formula: C5H6Br2
Source: the OMol25 dataset
Level of theory: ωB97M-V/def2-TZVPD

Element x y z (Å)
1 C -1.49100 -2.18892 0.34420
2 C 2.40118 -0.14265 0.36747
3 C -1.01866 -1.41650 -0.56239
4 C 1.38860 0.17074 0.94105
5 C 0.27754 0.78585 1.72336
6 Br -0.93436 -1.19564 -2.34764
7 Br -1.67942 -2.53829 -4.58900
8 H -1.19085 -2.04620 1.41888
9 H -1.64863 -3.23644 0.12249
10 H 3.15875 -0.34909 -0.36764
11 H -0.30128 -0.08788 2.12622
12 H -0.39468 1.43475 0.96300
13 H 0.74713 1.18274 2.64367

Properties
HOMO energy (alpha / beta) = -9.85 / -9.20 eV
LUMO energy (alpha / beta) = -0.05251 / -0.09187 Eh
charge = 0



Entry x
Formula: C5H6Br2
Source: the OMol25 dataset
Level of theory: ωB97M-V/def2-TZVPD

Element x y z (Å)
1 C 0.70503 -2.22240 0.00914
2 C 0.78155 -1.31801 -0.86063
3 C 1.26163 0.17773 -0.88486
4 C -1.96101 -0.09323 -1.18702
5 C -2.59053 0.04369 -2.23497
6 Br 1.28766 0.92689 1.04953
7 Br -2.30474 0.34590 0.57529
8 H 0.35143 -3.19491 -0.11700
9 H 1.03682 -2.14996 1.00046
10 H 0.37860 -1.29803 -2.03179
11 H -2.75465 -0.20199 -3.22971
12 H 0.49146 0.62353 -1.17190
13 H 2.17433 0.31299 -1.35961

Properties
HOMO energy = -9.62 eV
LUMO energy = -0.01090 Eh
SMILES string = C=CCBr.C#CBr
charge = 0



Most stable structure: entry x



Entry w
Formula: C2H14O4
Source: the OMol25 dataset
Level of theory: ωB97M-V/def2-TZVPD

Element x y z (Å)
1 C -0.01806 -2.31331 0.99564
2 C 0.68833 -2.41552 -0.37972
3 H -0.35534 -3.29732 1.30270
4 H -0.88979 -1.67835 0.81566
5 H 0.62094 -1.87426 1.75944
6 H 0.02509 -2.22682 -1.21381
7 H 1.49240 -1.68285 -0.46099
8 H 1.13395 -3.40839 -0.44961
9 H -1.42126 0.82514 -0.88292
10 H -2.50510 1.23147 -1.83847
11 O -2.00759 0.46532 -1.54786
12 H 0.71630 1.89088 1.04226
13 H 1.55469 2.45350 -0.04831
14 O 1.09542 1.65308 0.18049
15 H -0.01049 0.66035 2.49870
16 H -1.19286 1.56256 2.49542
17 O -0.24181 1.59700 2.57210
18 H -0.38153 2.20167 -2.21732
19 H 1.18197 1.93340 -2.10276
20 O 0.51474 2.42243 -2.52066

Properties
HOMO energy = -11.08 eV
LUMO energy = 0.00930 Eh
SMILES string = CC.O.O.O.O
charge = 0



Entry x
Formula: C2H14O4
Source: the OMol25 dataset
Level of theory: ωB97M-V/def2-TZVPD

Element x y z (Å)
1 C -4.52551 -0.03208 0.01392
2 C -3.50130 1.04153 0.38187
3 H -4.51036 -0.22738 -1.05441
4 H -4.20594 -0.94524 0.53272
5 H -5.55240 0.09320 0.35623
6 H -2.62830 0.95796 -0.26757
7 H -3.22709 1.07955 1.43243
8 H -3.82436 2.06009 0.11623
9 H 3.60116 -2.84531 -1.13262
10 H 4.67444 -2.25562 -1.90043
11 O 3.73458 -2.23450 -1.85343
12 H 2.42185 1.70649 0.50901
13 H 3.56867 1.09349 1.15471
14 O 2.66826 1.34309 1.36820
15 H 0.73445 0.04612 2.98554
16 H 1.34727 -0.75384 1.86354
17 O 0.87239 -0.87128 2.68507
18 H 2.80887 0.65036 -1.73207
19 H 2.58714 -0.38516 -2.79834
20 O 2.95617 0.47853 -2.66062

Properties
HOMO energy = -11.21 eV
LUMO energy = 0.00484 Eh
SMILES string = CC.O.O.O.O
charge = 0



Most stable structure: entry w